1.
Below is a molecular structure, C12H34N4O5P3S2Sr, with properties calculated with ωB97M-V/def2-TZVPD.

Values from the calculation:
Spin multiplicity ... 2
<S²> ... 0.75
DFT total energy ... -2924.3198 a.u.
Largest force on an atom ... 0.6 eV/A
Total charge ... 0

CARTESIAN COORDINATES (ANGSTROEM)
Sr -0.2415 1.6913 0.5779
C -4.1684 0.3180 5.5682
C -3.8100 1.6897 5.0374
O -3.8977 1.7664 3.6019
P -2.8124 1.0960 2.6390
S -3.1647 1.8671 0.8368
S -0.9729 1.2624 3.3711
O -3.1404 -0.4678 2.6513
C -4.2864 -1.0078 1.9644
C -3.8102 -1.8956 0.8384
H -4.1926 0.3481 6.6588
H -3.4366 -0.4277 5.2603
H -5.1531 0.0133 5.2112
H -2.8029 1.9800 5.3414
H -4.5121 2.4425 5.3921
H -4.9117 -0.1964 1.5890
H -4.8533 -1.5687 2.7085
H -3.2077 -1.3195 0.1352
H -4.6652 -2.3199 0.3087
H -3.2018 -2.7122 1.2279
C 4.6898 -0.9827 -0.0959
N 4.3288 0.3612 0.3238
C 5.4153 1.2255 0.7556
P 2.8898 1.0338 -0.1346
O 2.1985 1.8334 0.9591
O 1.8081 -0.6966 -1.8998
P 0.3600 -0.9702 -1.6167
O -0.1588 -0.5046 -0.2633
N -0.0797 -2.5527 -1.8245
C 0.4885 -3.2680 -2.9536
C -0.4447 -3.3890 -0.6955
N -0.5371 -0.1572 -2.8285
C -0.4491 1.2819 -2.6425
C -1.9170 -0.5677 -3.0487
N 3.1965 2.0899 -1.3858
C 2.6647 3.4310 -1.4896
C 3.7833 1.5521 -2.6040
H 5.4433 -0.9608 -0.8924
H 3.8077 -1.4905 -0.4845
H 5.0948 -1.5478 0.7465
H 6.1087 1.4436 -0.0647
H 5.9692 0.7428 1.5634
H 5.0122 2.1620 1.1394
H 0.6956 -2.5752 -3.7680
H -0.2206 -4.0207 -3.3090
H 1.4249 -3.7726 -2.6887
H -0.8232 -2.7695 0.1131
H 0.4120 -3.9656 -0.3255
H -1.2237 -4.0955 -0.9970
H 0.5437 1.5107 -2.2264
H -1.2988 1.6430 -2.0291
H -0.4978 1.8369 -3.5842
H -1.9681 -1.6367 -3.2364
H -2.3118 -0.0448 -3.9231
H -2.5658 -0.3328 -2.1912
H 2.3410 3.7744 -0.5089
H 1.8278 3.4937 -2.1973
H 3.4463 4.1098 -1.8418
H 4.0728 0.5148 -2.4532
H 4.6562 2.1440 -2.8927
H 3.0583 1.5573 -3.4231

***

2.
Below is 5 unconnected molecules or ions with the total composition C12H34O5 at a distorted geometry, with properties calculated with ωB97M-V/def2-TZVPD.

Values from the calculation:
DFT total energy ... -853.7553 a.u.
Largest force on an atom ... 4.0 eV/A
Total charge ... 0

CARTESIAN COORDINATES (ANGSTROEM)
O 0.4254 1.8734 1.6682
H 0.4749 0.9098 1.8319
H 1.3426 2.1214 1.8223
C -0.1883 -1.5806 -3.1813
C -0.5855 -1.6705 -1.6588
C -1.5443 -2.8206 -1.3665
O 0.6032 -1.9849 -0.9413
H 0.7365 -1.0818 -3.3147
H -0.9304 -0.7975 -3.4099
H -0.3756 -2.4970 -3.7196
H -0.9811 -0.7289 -1.2521
H -1.4161 -3.1870 -0.3733
H -1.3964 -3.6779 -2.0655
H -2.6305 -2.6420 -1.3728
H 1.3758 -1.5823 -1.3852
C 1.0587 -3.0864 2.9529
C 0.1151 -1.8723 3.0327
C 0.1380 -1.0832 4.3260
O 0.3814 -0.9080 1.9636
H 0.8560 -3.7271 3.8328
H 2.0921 -2.7717 3.0143
H 0.8648 -3.7172 2.0565
H -0.8904 -2.3075 2.9523
H -0.4071 -1.6779 5.0114
H -0.4555 -0.1601 4.1865
H 1.1166 -0.8901 4.6750
H 0.6301 -1.4756 1.2037
C -3.3727 1.4852 0.1401
C -2.5638 2.0375 -1.0571
C -3.0175 3.3819 -1.5355
O -1.1490 2.1600 -0.7164
H -3.2709 0.4279 0.3513
H -4.4339 1.6517 -0.0721
H -3.0746 2.0733 1.0899
H -2.6234 1.3280 -1.9020
H -4.0284 3.2194 -1.8496
H -2.3399 3.7886 -2.3070
H -2.9273 3.9919 -0.6766
H -0.9324 1.6592 0.0767
C 3.0591 0.0247 -0.5458
C 3.2062 1.4536 -0.8324
C 2.2069 1.9339 -1.9153
O 2.9250 2.2612 0.3721
H 3.5690 -0.2439 0.3232
H 3.5772 -0.4871 -1.3790
H 2.0228 -0.2721 -0.4031
H 4.1908 1.7645 -1.1243
H 2.3896 1.4237 -2.8801
H 2.3521 2.9861 -2.1196
H 1.1840 1.8894 -1.5154
H 2.6412 3.0851 -0.0110

***

3.
Below is a molecular structure, C12H35AsF6O5 at a distorted geometry, with properties calculated with ωB97M-V/def2-TZVPD.

Values from the calculation:
DFT total energy ... -3689.1539 a.u.
Largest force on an atom ... 6.9 eV/A
Total charge ... 0

CARTESIAN COORDINATES (ANGSTROEM)
O -18.0642 -2.3235 4.5198
H -18.1903 -3.2232 4.2096
H -18.7132 -2.2697 5.2251
H -17.1744 -2.2066 4.8606
As -16.0055 -1.0793 6.2245
F -15.8549 -0.4097 7.9057
F -14.3461 -0.3904 5.8857
F -16.1245 -1.7681 4.5801
F -17.6543 -1.7171 6.5713
F -16.8651 0.4454 5.6917
F -15.3953 -2.6751 6.7262
C -19.7379 -0.3331 2.6658
C -20.3393 -0.1596 4.0422
C -21.8899 -0.4839 4.1159
O -19.7358 -1.0914 4.8819
H -19.9722 -1.3354 2.3074
H -18.6512 -0.2600 2.6225
H -20.1362 0.5239 2.1225
H -19.9921 0.8276 4.3472
H -22.1405 -1.2555 3.3879
H -22.4963 0.3712 3.8170
H -22.1729 -0.7703 5.1288
H -19.5358 -0.7484 5.7559
C -16.8714 -5.2092 6.1395
C -17.0367 -5.5210 4.6344
C -17.8134 -6.8458 4.2632
O -17.8238 -4.4806 4.0001
H -17.8405 -5.0198 6.6010
H -16.3243 -4.2933 6.3629
H -16.4133 -6.0395 6.6770
H -16.0651 -5.6756 4.1651
H -17.1311 -7.6900 4.3631
H -18.3437 -6.8428 3.3109
H -18.6481 -6.9606 4.9547
H -17.5907 -4.5994 3.0764
C -21.4871 -3.0123 6.2135
C -20.3318 -3.9034 5.7883
C -20.3173 -4.4252 4.3333
O -19.0999 -3.2291 5.9842
H -21.6755 -2.2241 5.4845
H -21.3660 -2.6364 7.2294
H -22.3812 -3.6339 6.2613
H -20.3687 -4.7382 6.4882
H -20.1400 -3.5017 3.7820
H -21.2684 -4.8968 4.0861
H -19.5235 -5.0861 3.9851
H -18.8443 -3.4332 6.8867
C -21.8550 -3.1496 2.0488
C -20.6606 -2.8457 1.1011
C -19.3441 -3.2865 1.8566
O -20.7360 -3.5714 -0.1300
H -21.7229 -2.7831 3.0668
H -22.1718 -4.1912 2.1014
H -22.7209 -2.6100 1.6652
H -20.6429 -1.7647 0.9624
H -19.3633 -4.3076 2.2375
H -19.0087 -2.6153 2.6472
H -18.4866 -3.3305 1.1851
H -21.6723 -3.5706 -0.3420

***

4.
Below is a molecular structure, C12H35CuN3O4 at a distorted geometry, with properties calculated with ωB97M-V/def2-TZVPD.

Values from the calculation:
DFT total energy ... -2583.4959 a.u.
Largest force on an atom ... 3.4 eV/A
Total charge ... +1

CARTESIAN COORDINATES (ANGSTROEM)
Cu -0.2892 -0.7558 -1.2121
C 0.8669 3.7867 2.1224
C 0.7379 4.0877 0.6550
C 1.7454 5.1337 0.1531
O 1.7238 5.3605 -1.2749
C 2.4024 6.4763 -1.7595
N 1.0383 2.8282 -0.0339
H 0.9779 4.7179 2.6778
H 1.7152 3.2237 2.5117
H -0.0408 3.2505 2.3992
H -0.2676 4.3413 0.3191
H 2.7781 4.8932 0.4059
H 1.4848 6.0439 0.6932
H 3.4862 6.3764 -1.7005
H 2.1823 7.4455 -1.3121
H 2.2062 6.4771 -2.8317
H 1.9439 2.5137 0.2839
H 1.3553 3.4037 -0.8010
C -3.5416 0.2180 -5.5004
C -3.0215 0.2429 -4.1718
C -4.0955 0.3008 -3.0419
O -3.4518 0.5453 -1.7475
C -4.3511 0.7744 -0.6278
N -2.0910 -0.8212 -4.0501
H -4.1697 1.1079 -5.5426
H -4.0739 -0.6771 -5.8221
H -2.6804 0.3334 -6.1585
H -2.4521 1.1637 -4.0447
H -4.6558 -0.6334 -3.0024
H -4.7625 1.1376 -3.2489
H -3.7371 0.8614 0.2686
H -4.9791 -0.0925 -0.4225
H -5.0469 1.6040 -0.7532
H -2.6269 -1.6412 -4.2959
H -1.3847 -0.7266 -4.7659
C 1.3899 -2.7350 3.8076
C 1.3512 -3.9670 2.8402
C 1.3060 -5.3103 3.6042
O 2.4680 -5.3879 4.3721
C 2.6180 -6.5372 5.1339
N 0.2634 -3.8479 1.8394
H 1.0429 -1.8747 3.2353
H 2.3531 -2.5115 4.2663
H 0.6373 -2.8158 4.5920
H 2.3386 -3.8820 2.3864
H 1.3112 -6.2191 3.0024
H 0.5112 -5.4085 4.3436
H 3.5975 -6.5487 5.6119
H 2.4769 -7.4150 4.5032
H 1.8615 -6.5817 5.9173
H 0.3077 -4.6630 1.2445
H -0.5242 -4.0669 2.4325
O 2.8714 -1.1052 -2.5190
H 3.3224 -1.9332 -2.6841
H 3.5712 -0.4907 -2.2981

***

Copy entry 1 word for word.
Below is a molecular structure, C12H34N4O5P3S2Sr, with properties calculated with ωB97M-V/def2-TZVPD.

Values from the calculation:
Spin multiplicity ... 2
<S²> ... 0.75
DFT total energy ... -2924.3198 a.u.
Largest force on an atom ... 0.6 eV/A
Total charge ... 0

CARTESIAN COORDINATES (ANGSTROEM)
Sr -0.2415 1.6913 0.5779
C -4.1684 0.3180 5.5682
C -3.8100 1.6897 5.0374
O -3.8977 1.7664 3.6019
P -2.8124 1.0960 2.6390
S -3.1647 1.8671 0.8368
S -0.9729 1.2624 3.3711
O -3.1404 -0.4678 2.6513
C -4.2864 -1.0078 1.9644
C -3.8102 -1.8956 0.8384
H -4.1926 0.3481 6.6588
H -3.4366 -0.4277 5.2603
H -5.1531 0.0133 5.2112
H -2.8029 1.9800 5.3414
H -4.5121 2.4425 5.3921
H -4.9117 -0.1964 1.5890
H -4.8533 -1.5687 2.7085
H -3.2077 -1.3195 0.1352
H -4.6652 -2.3199 0.3087
H -3.2018 -2.7122 1.2279
C 4.6898 -0.9827 -0.0959
N 4.3288 0.3612 0.3238
C 5.4153 1.2255 0.7556
P 2.8898 1.0338 -0.1346
O 2.1985 1.8334 0.9591
O 1.8081 -0.6966 -1.8998
P 0.3600 -0.9702 -1.6167
O -0.1588 -0.5046 -0.2633
N -0.0797 -2.5527 -1.8245
C 0.4885 -3.2680 -2.9536
C -0.4447 -3.3890 -0.6955
N -0.5371 -0.1572 -2.8285
C -0.4491 1.2819 -2.6425
C -1.9170 -0.5677 -3.0487
N 3.1965 2.0899 -1.3858
C 2.6647 3.4310 -1.4896
C 3.7833 1.5521 -2.6040
H 5.4433 -0.9608 -0.8924
H 3.8077 -1.4905 -0.4845
H 5.0948 -1.5478 0.7465
H 6.1087 1.4436 -0.0647
H 5.9692 0.7428 1.5634
H 5.0122 2.1620 1.1394
H 0.6956 -2.5752 -3.7680
H -0.2206 -4.0207 -3.3090
H 1.4249 -3.7726 -2.6887
H -0.8232 -2.7695 0.1131
H 0.4120 -3.9656 -0.3255
H -1.2237 -4.0955 -0.9970
H 0.5437 1.5107 -2.2264
H -1.2988 1.6430 -2.0291
H -0.4978 1.8369 -3.5842
H -1.9681 -1.6367 -3.2364
H -2.3118 -0.0448 -3.9231
H -2.5658 -0.3328 -2.1912
H 2.3410 3.7744 -0.5089
H 1.8278 3.4937 -2.1973
H 3.4463 4.1098 -1.8418
H 4.0728 0.5148 -2.4532
H 4.6562 2.1440 -2.8927
H 3.0583 1.5573 -3.4231

***

Copy entry 2 word for word.
Below is 5 unconnected molecules or ions with the total composition C12H34O5 at a distorted geometry, with properties calculated with ωB97M-V/def2-TZVPD.

Values from the calculation:
DFT total energy ... -853.7553 a.u.
Largest force on an atom ... 4.0 eV/A
Total charge ... 0

CARTESIAN COORDINATES (ANGSTROEM)
O 0.4254 1.8734 1.6682
H 0.4749 0.9098 1.8319
H 1.3426 2.1214 1.8223
C -0.1883 -1.5806 -3.1813
C -0.5855 -1.6705 -1.6588
C -1.5443 -2.8206 -1.3665
O 0.6032 -1.9849 -0.9413
H 0.7365 -1.0818 -3.3147
H -0.9304 -0.7975 -3.4099
H -0.3756 -2.4970 -3.7196
H -0.9811 -0.7289 -1.2521
H -1.4161 -3.1870 -0.3733
H -1.3964 -3.6779 -2.0655
H -2.6305 -2.6420 -1.3728
H 1.3758 -1.5823 -1.3852
C 1.0587 -3.0864 2.9529
C 0.1151 -1.8723 3.0327
C 0.1380 -1.0832 4.3260
O 0.3814 -0.9080 1.9636
H 0.8560 -3.7271 3.8328
H 2.0921 -2.7717 3.0143
H 0.8648 -3.7172 2.0565
H -0.8904 -2.3075 2.9523
H -0.4071 -1.6779 5.0114
H -0.4555 -0.1601 4.1865
H 1.1166 -0.8901 4.6750
H 0.6301 -1.4756 1.2037
C -3.3727 1.4852 0.1401
C -2.5638 2.0375 -1.0571
C -3.0175 3.3819 -1.5355
O -1.1490 2.1600 -0.7164
H -3.2709 0.4279 0.3513
H -4.4339 1.6517 -0.0721
H -3.0746 2.0733 1.0899
H -2.6234 1.3280 -1.9020
H -4.0284 3.2194 -1.8496
H -2.3399 3.7886 -2.3070
H -2.9273 3.9919 -0.6766
H -0.9324 1.6592 0.0767
C 3.0591 0.0247 -0.5458
C 3.2062 1.4536 -0.8324
C 2.2069 1.9339 -1.9153
O 2.9250 2.2612 0.3721
H 3.5690 -0.2439 0.3232
H 3.5772 -0.4871 -1.3790
H 2.0228 -0.2721 -0.4031
H 4.1908 1.7645 -1.1243
H 2.3896 1.4237 -2.8801
H 2.3521 2.9861 -2.1196
H 1.1840 1.8894 -1.5154
H 2.6412 3.0851 -0.0110

***

Q: Which value of DFT total energy does entry 4 give?
A: -2583.4959 a.u.